[1]
C40H43F3N6PdS2Sb as an isolated structure at a distorted geometry, computed with ωB97M-V/def2-TZVPD.

As for the multiplicity: 5. The value obtained for the energy above the lowest of the compared OMol25 structures with the same formula, charge and spin is 0.0 kcal/mol. The charge is +3. The HOMO energy (spin up / spin down) is -15.2 / -15.2 eV. The value obtained for the HOMO-LUMO gap (spin up / spin down) is 5.924 / 3.076 eV. As for the electronic energy: -90926.4485 eV.

Cartesian coordinates (Å):
Sb 1.667 -2.119 0.489
Pd 1.100 0.420 0.019
S 3.289 1.199 0.569
S -0.879 0.093 -1.281
F 7.864 -2.822 0.813
F -0.366 -5.829 5.207
F 0.732 -6.407 -3.927
N -3.454 -0.686 -1.085
N -2.103 -1.329 0.693
N 0.726 2.368 0.012
N 3.916 3.717 0.183
N 3.499 4.907 -0.389
N 1.682 3.246 -0.258
C -3.229 0.023 3.472
C 3.742 -2.566 0.642
C 0.364 -4.236 -3.072
C 1.628 -5.915 -1.808
C 5.917 -2.929 -0.483
C -3.735 0.410 -2.008
C -0.866 4.010 -0.912
C -0.622 2.890 -0.100
C 0.127 -4.504 1.914
C -3.914 -0.485 2.170
C 3.757 6.599 -2.106
C 4.524 -2.776 -0.516
C 0.891 -5.532 -2.920
C 0.611 -3.293 -2.115
C -0.186 -5.398 2.923
C 5.107 4.627 -3.700
C -3.249 -1.715 1.502
C -1.357 2.652 1.068
C 0.779 -3.898 4.510
C 1.890 -4.923 -0.829
C -5.792 2.700 -1.905
C -5.822 1.613 -2.956
C 1.219 -3.074 3.491
C 5.779 -2.561 1.926
C 0.917 -3.381 2.128
C 4.805 5.906 -4.183
C 0.103 -5.050 4.238
C 4.206 6.924 -3.395
C -2.206 -0.713 -0.509
C 2.937 2.862 0.155
C -2.555 4.751 0.643
C 4.402 -2.533 1.878
C 3.891 5.234 -1.677
C -5.181 0.304 -2.450
C 1.403 -3.631 -1.017
C 6.552 -2.760 0.776
C 4.593 4.259 -2.494
C -3.385 -0.986 4.607
C -1.888 4.862 -0.595
C -2.312 3.570 1.430
H 2.051 -6.912 -1.608
H 5.202 6.088 -5.175
H 3.446 7.283 -1.359
H -5.354 1.948 -3.925
H -4.422 -0.888 4.971
H -5.961 2.272 -0.927
H -2.136 5.733 -1.212
H 1.806 -2.218 3.773
H -0.261 4.139 -1.818
H 2.562 5.296 -0.180
H -6.892 1.411 -3.223
H -2.175 0.351 3.294
H 4.657 3.301 -2.016
H 4.001 -2.950 -1.447
H -2.874 -2.462 2.188
H -4.799 3.231 -1.857
H -3.530 1.382 -1.498
H 3.883 -2.402 2.822
H -4.078 0.346 1.435
H 5.730 3.999 -4.344
H -5.261 -0.508 -3.198
H -0.209 -4.710 0.888
H 1.068 -3.590 5.545
H -4.245 -1.179 -0.710
H -1.209 -1.303 1.138
H -4.062 -2.118 0.881
H 2.484 -5.127 0.056
H -3.274 -2.042 4.279
H 0.238 -2.275 -2.215
H -1.093 1.722 1.608
H -0.674 -6.361 2.705
H -0.178 -3.975 -3.991
H -2.773 -0.729 5.455
H -6.542 3.489 -2.084
H -4.909 -0.797 2.524
H 4.162 7.969 -3.700
H -2.806 3.387 2.380
H -3.350 5.460 0.920
H 6.469 -3.186 -1.389
H -3.053 0.446 -2.859
H -3.663 0.955 3.844
H 6.271 -2.433 2.877
H -5.765 -0.137 -1.617

Here are the Mulliken charges for atoms 1 to 6, given in e: 2.2267 -0.5022 -0.0529 -0.3194 -0.2805 -0.2894


[2]
A 2-piece molecular cluster, C2H8NO overall at a distorted geometry, computed with ωB97M-V/def2-TZVPD.

The value obtained for the energy above the lowest of the compared OMol25 structures with the same formula, charge and spin is 30.2 kcal/mol. The charge is +1. The HOMO energy is -16.4 eV. The value obtained for the HOMO-LUMO gap is 11.203 eV. As for the electronic energy: -5733.5762 eV.

Cartesian coordinates (Å):
O 0.319 -0.677 2.268
N 0.087 0.238 -0.390
C 1.203 0.486 -1.028
C -1.234 0.311 -1.022
H -1.844 0.755 -0.170
H 2.152 0.071 -0.601
H -0.314 -1.306 2.755
H -1.536 -0.771 -1.118
H 1.133 1.224 -1.823
H 1.151 -1.057 2.599
H -1.175 0.880 -2.023
H 0.059 -0.154 0.553

Here are the Mulliken charges for atoms 1 to 6, given in e: -0.7214 0.0825 -0.0630 -0.6694 0.2842 0.2537


[3]
The molecule C4H15NOSi2 at a distorted geometry, computed with ωB97M-V/def2-TZVPD.

The value obtained for the energy above the lowest of the compared OMol25 structures with the same formula, charge and spin is 6.2 kcal/mol. The HOMO energy is -9.0 eV. As for the SMILES: CN[SiH2]O[Si](C)(C)C. The value obtained for the HOMO-LUMO gap is 9.805 eV. As for the electronic energy: -23686.4876 eV.

Cartesian coordinates (Å):
Si 2.018 -0.068 -1.145
Si -0.759 -0.804 0.376
O 0.669 -0.233 -0.160
N 2.216 1.621 -1.349
C -0.738 -2.808 0.519
C -1.997 -0.136 -0.879
C 1.395 2.657 -0.654
C -1.144 0.085 2.019
H -1.499 0.228 -1.764
H -2.230 0.192 1.979
H 3.226 -0.551 -0.351
H -0.014 -3.425 0.068
H 2.899 2.010 -1.975
H -0.592 0.986 1.915
H -1.818 -3.212 0.419
H 0.705 3.202 -1.343
H 1.874 3.318 0.074
H -2.547 0.735 -0.492
H 0.567 2.247 -0.126
H -0.721 -2.975 1.659
H 1.499 -0.598 -2.452
H -0.899 -0.520 2.901
H -2.838 -0.883 -1.230

Here are the Mulliken charges for atoms 1 to 6, given in e: 0.0042 0.4327 0.0976 -0.1770 -1.1110 -1.0620


[4]
C7H9N as an isolated structure at a distorted geometry, computed with ωB97M-V/def2-TZVPD.

The value obtained for the energy above the lowest of the compared OMol25 structures with the same formula, charge and spin is 185.9 kcal/mol. The HOMO energy is -8.2 eV. The value obtained for the HOMO-LUMO gap is 9.261 eV. As for the electronic energy: -8887.0932 eV.

Cartesian coordinates (Å):
N -1.571 1.019 0.323
C 1.964 0.077 -0.378
C 1.104 -1.088 -0.086
C 0.165 -0.669 0.949
C -0.615 -1.159 -0.213
C -0.065 0.680 0.344
C 1.367 1.278 -0.052
C -1.877 -0.168 -0.551
H -1.999 -0.128 -1.625
H -2.587 -0.755 0.002
H -0.053 0.629 -0.694
H 1.531 2.370 -0.181
H 2.807 0.122 -1.085
H -0.957 -2.203 -0.272
H -1.673 1.994 -0.309
H 1.349 -2.158 -0.134
H 0.329 -0.715 1.962

Here are the Mulliken charges for atoms 1 to 6, given in e: -0.5986 -0.4776 -0.2729 -0.2685 -0.6657 0.0952